[1]
2 unconnected molecules or ions with the total composition C5H13Cl2NSi. Source: the Open Molecules 2025 dataset; level of theory: the ωB97M-V functional and the def2-TZVPD basis.

Geometry as ORCA input:
```
! RIJCOSX wB97M-V def2-TZVPD def2/J DEFGRID3
* xyz 0 1
C -1.8661 -2.3225 0.0376
C 0.1469 -1.4881 1.4318
C 0.7356 2.7020 -1.1946
C 1.4395 1.6915 0.8722
C -0.4170 -1.8743 0.1014
N 1.3504 1.5698 -0.5938
Si -0.2724 -0.4421 -1.1448
Cl -1.9233 0.7983 -1.3611
Cl 0.3928 -1.1136 -2.9147
H -2.1416 -2.6789 -0.8897
H -2.2319 -3.0200 0.8670
H -2.4775 -1.3624 0.2739
H -0.1978 -0.4363 1.8117
H 1.2711 -1.4317 1.4324
H -0.1802 -2.3916 1.9868
H 0.3230 2.5547 -2.1766
H -0.0564 3.1558 -0.6232
H 1.4849 3.5922 -1.2760
H 2.0947 2.4137 1.1615
H 0.4647 2.0281 1.3657
H 1.7971 0.6582 1.2781
H 0.2633 -2.6028 -0.4456
*
```

Output
Relative energy (zero: lowest compared OMol25 entry of this formula, charge and spin) ... 65.6 kcal/mol
HOMO energy ... -7.67 eV
HOMO-LUMO gap ... 7.70 eV

Here is what natural (NBO) gives for the atomic charges, in e: atom 1 (C): -0.62, atom 2 (C): -0.63, atom 3 (C): -0.44, atom 4 (C): -0.43, atom 5 (C): -0.69, atom 6 (N): -0.58, atom 7 (Si): 1.48, atom 8 (Cl): -0.38, atom 9 (Cl): -0.36, atom 10 (H): 0.22, atom 11 (H): 0.22, atom 12 (H): 0.21, atom 13 (H): 0.23, atom 14 (H): 0.23, atom 15 (H): 0.22, atom 16 (H): 0.20, atom 17 (H): 0.16, atom 18 (H): 0.18, atom 19 (H): 0.19, atom 20 (H): 0.15, atom 21 (H): 0.19, atom 22 (H): 0.24


[2]
A molecular structure, C5H13CrO2. Source: the Open Molecules 2025 dataset; level of theory: the ωB97M-V functional and the def2-TZVPD basis.

Geometry as ORCA input:
```
! RIJCOSX wB97M-V def2-TZVPD def2/J DEFGRID3
* xyz 2 4
C -2.5530 0.2096 -1.4696
O -1.3306 0.0163 -0.7871
C -1.1693 0.7697 0.7077
H -2.4933 1.2309 -1.8748
H -2.6222 -0.5104 -2.2956
H -3.4314 0.1565 -0.8096
H -1.3500 1.8434 0.5196
H -2.1825 0.5090 1.0367
C 2.6086 -1.1827 -0.6053
O 1.3643 -0.7802 -0.0312
C 1.4263 0.4940 0.6311
C 0.1640 0.7351 1.4294
H 2.4553 -2.1521 -1.0921
H 2.9375 -0.4383 -1.3424
H 3.3583 -1.2766 0.1908
H 1.5814 1.2787 -0.1250
H 2.2934 0.4694 1.3060
H 0.2961 1.6993 1.9378
H 0.0972 -0.0326 2.2167
H -1.1068 -1.4380 1.0085
Cr -0.3433 -1.6009 -0.5517
*
```

Output
HOMO energy (alpha / beta) ... -19.57 / -19.79 eV
HOMO-LUMO gap (alpha / beta) ... 8.77 / 10.41 eV

Here is what natural (NBO) gives for the atomic charges, in e: atom 1 (C): -0.28, atom 2 (O): -0.61, atom 3 (C): -0.08, atom 4 (H): 0.24, atom 5 (H): 0.23, atom 6 (H): 0.22, atom 7 (H): 0.25, atom 8 (H): 0.26, atom 9 (C): -0.28, atom 10 (O): -0.58, atom 11 (C): -0.07, atom 12 (C): -0.51, atom 13 (H): 0.21, atom 14 (H): 0.23, atom 15 (H): 0.24, atom 16 (H): 0.23, atom 17 (H): 0.25, atom 18 (H): 0.31, atom 19 (H): 0.25, atom 20 (H): -0.03, atom 21 (Cr): 1.52


Calculated E (eV), listed in the same order as above: -39808.00271 -37890.05783
Calculated F_max (eV Å⁻¹), listed in the same order as above: 4.748 3.920